1.
The following is a DFT calculation (ωB97M-V/def2-TZVPD) of a structure of composition C22H29F4GaN4O.

Values from the calculation:
HOMO: -14.52 eV
Total energy: -94523.72206 eV
Net charge: +2
2S+1: 1

Geometry as XYZ:
```
61
C22H29F4GaN4O (ωB97M-V/def2-TZVPD)
Ga -1.309 0.383 -1.074
C -2.295 -2.471 -1.813
C -1.859 -1.666 -3.019
N -0.781 -0.684 -2.684
C 0.571 -1.321 -2.531
C 1.056 -2.127 -3.724
C -0.773 0.437 -3.680
C -2.015 1.339 -3.535
N -2.466 1.281 -2.142
C -3.476 2.106 -1.632
C -3.803 1.923 -0.294
F -3.014 1.006 0.388
C -4.797 2.609 0.358
F -5.018 2.376 1.644
C -5.546 3.531 -0.351
C -5.250 3.731 -1.684
F -5.945 4.603 -2.393
C -4.224 3.045 -2.327
F -3.982 3.287 -3.617
H -3.126 -3.121 -2.082
H -1.500 -3.098 -1.409
H -2.678 -1.813 -1.018
H -1.493 -2.311 -3.816
H -2.704 -1.105 -3.415
H 1.270 -0.504 -2.332
H 0.535 -1.946 -1.637
H 1.000 -1.561 -4.653
H 2.102 -2.385 -3.564
H 0.510 -3.061 -3.846
H 0.125 1.031 -3.484
H -0.693 0.047 -4.694
H -1.717 2.347 -3.822
H -2.828 1.044 -4.199
H -6.342 4.086 0.128
C 4.168 -2.135 4.041
C 3.956 -1.496 2.677
N 3.771 -0.046 2.741
C 4.921 0.773 3.171
C 4.730 1.354 4.563
C 2.685 0.613 2.327
O 2.589 1.824 2.201
C 1.413 -0.152 2.003
C 0.754 -1.003 2.880
C -0.517 -1.471 2.565
C -1.107 -1.079 1.388
N -0.468 -0.242 0.536
C 0.763 0.217 0.845
H 4.280 -3.213 3.932
H 3.331 -1.941 4.713
H 5.072 -1.757 4.517
H 3.097 -1.940 2.173
H 4.822 -1.688 2.039
H 5.049 1.573 2.443
H 5.799 0.130 3.126
H 3.892 2.049 4.577
H 5.625 1.900 4.858
H 4.554 0.571 5.301
H 1.224 -1.285 3.814
H -1.057 -2.126 3.235
H -2.103 -1.401 1.118
H 1.223 0.930 0.169
```

2.
The following is a DFT calculation (ωB97M-V/def2-TZVPD) of a structure of composition C22H29FN4O2 in a non-equilibrium geometry.

Values from the calculation:
HOMO: -7.48 eV
Total energy: -36033.11621 eV
2S+1: 1

Geometry as XYZ:
```
58
C22H29FN4O2 (ωB97M-V/def2-TZVPD)
C -0.905 2.325 -1.928
H -1.269 3.136 -2.475
H -1.084 1.318 -2.589
H -1.293 2.187 -1.037
C 0.771 2.505 -2.019
C 1.011 3.666 -0.890
N 1.423 4.868 -1.260
O 1.848 5.473 -0.233
C 1.424 4.852 0.897
C 0.859 3.584 0.490
C 0.352 2.479 1.594
O -0.760 2.498 1.677
N 1.182 1.714 1.729
C 2.570 1.640 1.794
H 3.161 2.377 2.366
C 3.098 0.397 1.919
C 2.093 -0.662 1.195
H 2.603 -1.640 1.263
H 1.954 -0.596 0.308
C 0.884 -0.780 2.330
N -0.144 -1.328 1.594
C -0.883 -0.513 0.734
H -0.102 -0.337 -0.110
C -2.019 -1.344 -0.008
N -1.054 -2.681 -0.801
C -1.951 -3.267 -1.878
C -3.331 -2.836 -2.330
C -3.819 -3.693 -3.151
C -3.233 -4.371 -3.935
C -1.926 -4.745 -3.713
C -1.157 -4.188 -2.591
H -0.076 -4.296 -2.517
H -1.311 -5.505 -4.280
F -3.772 -5.024 -5.134
H -4.923 -3.304 -3.524
H -3.839 -2.380 -1.436
C -0.008 -3.148 -0.255
H -0.348 -4.133 -0.147
C -0.191 -2.781 1.382
H 0.667 -3.192 2.022
H -1.299 -3.226 1.731
H 0.656 -2.561 -0.371
H -2.668 -1.594 0.603
H -2.439 -0.645 -0.984
H -1.152 0.360 1.000
H 1.113 -1.552 2.950
C 0.581 0.605 2.712
H 1.062 0.686 3.624
H -0.278 0.647 2.977
H 4.160 0.337 1.433
H 3.447 0.015 2.902
H 2.823 2.031 0.711
C 1.416 5.318 2.137
H 0.945 6.573 2.067
H 0.575 4.985 2.884
H 2.249 5.464 2.748
H 1.218 2.693 -2.838
H 1.092 1.589 -1.338
```